(1)
A 8-piece molecular cluster, C33H87N5O13 overall, computed with ωB97M-V with the def2-TZVPD basis set.

Last column: Mulliken charge in e.
Atoms and positions in Å:
C -4.589 -2.029 -0.950  0.606
O -5.784 -1.424 -1.270  -0.523
H -4.345 -1.681 0.044  -0.586
H -4.612 -3.125 -1.024  0.387
H -3.782 -1.640 -1.548  -0.295
H -5.935 -1.582 -2.209  0.318
C -2.075 5.239 -2.864  -0.601
O -2.003 4.148 -3.726  -0.445
H -2.000 6.172 -3.435  0.314
H -3.076 5.079 -2.391  0.226
H -1.233 5.254 -2.107  0.183
H -1.165 4.082 -4.133  0.242
C -1.481 1.146 -0.875  0.277
O -1.371 2.457 -1.240  -0.358
H -0.814 0.497 -1.399  -0.189
H -1.125 1.069 0.175  -0.323
H -2.531 0.758 -0.846  0.482
H -1.784 2.639 -2.089  0.196
C 4.165 3.892 7.655  -0.638
O 2.969 4.663 7.537  -0.342
C 1.999 4.121 6.650  -0.787
C 2.435 4.275 5.131  0.160
N 2.505 5.704 4.772  -0.349
C 2.605 6.065 3.376  -1.028
C 1.538 5.487 2.450  0.239
O 0.352 5.359 3.223  -0.407
C -0.659 4.699 2.436  -0.615
H 4.659 3.985 6.697  0.267
H 3.995 2.800 7.772  0.266
H 4.740 4.295 8.462  0.280
H 1.073 4.791 6.834  0.307
H 1.733 3.091 6.846  0.378
H 1.710 3.696 4.598  -0.047
H 3.403 3.733 5.057  0.250
H 1.622 6.089 5.052  0.320
H 3.586 5.819 2.925  0.367
H 2.510 7.172 3.321  0.375
H 1.791 4.438 2.050  -0.157
H 1.508 6.155 1.531  0.392
H -0.265 3.660 2.160  0.096
H -0.873 5.226 1.555  0.382
H -1.546 4.637 3.083  0.312
C 2.802 3.617 -3.456  -0.794
O 2.402 2.269 -3.002  -0.188
C 2.960 2.017 -1.730  -0.384
C 2.654 0.599 -1.211  -0.222
N 2.810 0.637 0.252  -0.320
C 1.619 0.912 1.025  1.348
C 1.817 1.051 2.553  -1.064
O 2.213 -0.129 3.235  -0.252
C 3.053 0.164 4.328  -0.657
H 2.278 4.398 -2.855  0.285
H 2.597 3.665 -4.509  0.220
H 3.853 3.776 -3.249  0.339
H 2.542 2.768 -0.980  0.043
H 4.036 2.262 -1.653  0.346
H 3.382 -0.055 -1.651  0.639
H 1.595 0.380 -1.489  -0.246
H 3.202 -0.137 0.680  0.256
H 1.003 -0.050 1.055  -1.120
H 1.117 1.732 0.476  0.199
H 0.858 1.411 2.905  0.147
H 2.469 1.896 2.795  0.582
H 2.601 0.917 4.994  0.221
H 4.061 0.430 3.953  0.298
H 3.113 -0.757 4.955  0.254
C -1.089 -2.265 -0.283  1.093
O -0.693 -3.251 -1.238  -0.264
C 0.478 -3.879 -0.823  0.137
C 0.840 -4.897 -1.807  -0.905
N 1.833 -5.788 -1.298  -0.162
C 1.334 -6.820 -0.470  -0.525
C 2.460 -7.412 0.456  -0.463
O 1.962 -8.641 0.835  -0.293
C 2.962 -9.361 1.571  -0.675
H -1.777 -2.707 0.528  0.134
H -1.601 -1.558 -0.920  -0.535
H -0.250 -1.701 0.136  -0.521
H 0.356 -4.472 0.092  -0.106
H 1.215 -3.082 -0.638  0.137
H 1.232 -4.468 -2.775  0.402
H -0.026 -5.420 -2.150  0.288
H 2.387 -6.094 -2.114  0.289
H 0.867 -7.696 -1.011  0.225
H 0.577 -6.445 0.219  0.274
H 2.667 -6.732 1.291  0.345
H 3.346 -7.513 -0.181  0.302
H 3.767 -9.658 0.900  0.271
H 2.644 -10.243 2.098  0.269
H 3.310 -8.609 2.349  0.271
C -0.811 -2.387 -4.493  -0.626
O -0.819 -1.191 -5.261  -0.392
C -1.425 -0.084 -4.552  0.197
C -1.602 1.077 -5.478  -0.537
N -0.348 1.511 -6.159  -0.077
C -0.645 2.323 -7.286  -0.888
C -1.024 1.564 -8.559  -0.524
O 0.208 0.901 -9.061  -0.321
C -0.145 0.173 -10.154  -0.762
H -1.755 -2.655 -3.931  0.217
H 0.002 -2.349 -3.745  0.250
H -0.608 -3.156 -5.256  0.285
H -0.792 0.124 -3.631  -0.317
H -2.370 -0.407 -4.151  0.367
H -1.924 1.948 -4.879  0.177
H -2.338 0.815 -6.256  0.257
H 0.330 0.757 -6.413  0.286
H 0.178 3.084 -7.433  0.350
H -1.477 2.998 -6.997  0.390
H -1.294 2.222 -9.383  0.497
H -1.803 0.824 -8.360  0.308
H 0.742 -0.293 -10.555  0.258
H -0.518 0.821 -10.973  0.277
H -0.869 -0.539 -9.874  0.334
C -2.418 -5.246 4.425  -0.721
O -2.037 -3.933 4.809  -0.340
C -0.848 -3.353 4.217  -0.534
C -1.060 -1.826 4.159  -0.459
N -2.179 -1.498 3.322  -0.098
C -2.256 -0.128 3.023  0.083
C -3.513 0.141 2.183  0.754
O -4.617 -0.134 2.970  -0.440
C -5.866 -0.151 2.268  -0.702
H -3.162 -5.545 5.169  0.268
H -1.602 -5.986 4.710  0.283
H -2.626 -5.322 3.344  0.266
H -0.010 -3.559 4.902  0.394
H -0.627 -3.892 3.255  0.098
H -1.182 -1.474 5.133  0.483
H -0.125 -1.536 3.756  0.175
H -3.111 -1.701 3.779  0.262
H -2.366 0.476 3.956  0.387
H -1.376 0.264 2.469  -0.420
H -3.499 1.203 1.802  0.413
H -3.633 -0.533 1.334  -0.848
H -6.579 -0.325 3.012  0.306
H -5.797 -0.862 1.462  0.230
H -6.097 0.861 1.907  0.302

Results
* structure (SMILES): COCCNCCOC.COCCNCCOC.COCCNCCOC.COCCNCCOC.COCCNCCOC.CO.CO.CO
* HOMO energy: -0.31550 Ha
* orbital gap: 9.10 eV
* relative energy (zero: lowest compared OMol25 entry of this formula, charge and spin): 3.1113 eV

(2)
C33H88AsF6N4O16 as an isolated structure, computed with ωB97M-V with the def2-TZVPD basis set.

Last column: Mulliken charge in e.
Atoms and positions in Å:
As 0.930 -0.209 -1.062  2.185
F 1.474 0.364 -2.609  -0.442
F -0.519 0.737 -1.306  -0.544
F 0.318 -0.832 0.449  -0.357
F 2.428 -1.098 -0.838  -0.651
F 1.587 1.184 -0.256  -0.323
F 0.232 -1.602 -1.825  -0.616
C -2.833 2.452 -2.526  -1.046
C -4.110 3.014 -1.967  0.591
O -4.150 4.423 -2.218  -0.274
C -5.248 5.058 -1.864  0.776
O -6.212 4.580 -1.315  -0.580
O -5.129 6.339 -2.198  -0.358
C -6.230 7.183 -1.874  -0.650
H -2.587 2.800 -3.530  0.377
H -2.844 1.365 -2.478  0.290
H -1.981 2.766 -1.916  0.174
H -4.151 2.836 -0.893  -0.568
H -4.988 2.501 -2.366  0.351
H -6.480 7.106 -0.817  0.303
H -7.088 6.934 -2.492  0.284
H -5.851 8.186 -2.051  0.227
C 6.949 6.105 0.448  -0.673
O 7.356 5.017 1.225  -0.331
C 7.041 3.773 0.609  -0.367
C 7.258 2.661 1.618  -0.526
N 7.258 1.375 0.946  -0.304
C 5.930 0.866 0.691  -0.692
C 5.908 -0.478 0.019  0.163
O 6.648 -1.400 0.799  -0.440
C 6.808 -2.625 0.138  -0.744
H 7.191 7.021 0.993  0.256
H 5.863 6.134 0.297  0.272
H 7.476 6.146 -0.512  0.278
H 7.701 3.643 -0.256  0.310
H 5.992 3.783 0.294  0.236
H 6.502 2.731 2.411  0.228
H 8.225 2.798 2.108  0.418
H 7.772 0.641 1.414  0.291
H 5.314 1.538 0.085  0.279
H 5.301 0.776 1.596  0.197
H 6.325 -0.452 -1.001  0.065
H 4.879 -0.824 -0.151  0.131
H 7.532 -2.565 -0.687  0.316
H 5.846 -2.966 -0.264  0.282
H 7.194 -3.392 0.809  0.260
C 1.806 -3.146 -10.398  -0.750
O 1.956 -3.396 -9.018  -0.318
C 0.737 -3.207 -8.329  -0.502
C 0.970 -3.437 -6.849  -0.850
N 1.942 -2.463 -6.360  -0.312
C 2.270 -2.622 -4.951  -0.854
C 3.197 -1.548 -4.423  0.039
O 4.520 -1.949 -4.767  -0.413
C 5.487 -1.062 -4.250  -0.453
H 2.738 -3.447 -10.878  0.243
H 1.642 -2.079 -10.568  0.307
H 1.023 -3.772 -10.839  0.287
H 0.012 -3.954 -8.679  0.395
H 0.352 -2.191 -8.474  0.363
H 1.343 -4.470 -6.745  0.478
H 0.056 -3.377 -6.258  0.414
H 2.781 -2.569 -6.921  0.261
H 2.661 -3.615 -4.685  0.409
H 1.320 -2.559 -4.403  0.403
H 3.112 -1.555 -3.332  -0.115
H 2.928 -0.567 -4.821  0.362
H 5.545 -1.155 -3.161  0.031
H 5.283 -0.029 -4.549  0.307
H 6.449 -1.342 -4.682  0.324
C -4.931 -4.164 1.024  -0.699
O -4.747 -3.129 0.100  -0.469
C -3.677 -2.255 0.447  0.356
C -3.729 -1.041 -0.461  -0.398
N -4.499 0.079 0.046  -0.157
C -3.829 0.865 1.073  0.200
C -4.828 1.848 1.653  -0.657
O -5.848 1.191 2.361  -0.324
C -6.896 2.058 2.717  -0.722
H -3.971 -4.571 1.365  0.253
H -5.525 -4.947 0.558  0.272
H -5.475 -3.818 1.914  0.271
H -2.744 -2.835 0.402  -0.119
H -3.793 -1.991 1.510  0.192
H -4.082 -1.359 -1.444  0.369
H -2.706 -0.696 -0.643  -0.104
H -5.384 -0.226 0.436  0.313
H -3.005 1.450 0.659  -0.201
H -3.394 0.219 1.852  0.242
H -5.236 2.451 0.834  0.313
H -4.257 2.541 2.289  0.335
H -6.545 2.756 3.490  0.242
H -7.710 1.452 3.112  0.256
H -7.271 2.652 1.876  0.299
C -1.067 -2.071 3.284  -0.473
O -1.209 -1.692 4.634  -0.312
C -1.436 -2.811 5.471  -0.589
C -1.726 -2.273 6.853  -0.722
N -2.995 -1.536 6.849  -0.324
C -3.292 -1.021 8.178  -0.635
C -4.602 -0.248 8.158  -0.562
O -4.407 0.934 7.403  -0.275
C -5.540 1.769 7.395  -0.736
H -0.206 -2.733 3.146  0.334
H -0.987 -1.207 2.626  0.154
H -1.975 -2.583 2.935  0.144
H -0.567 -3.481 5.486  0.401
H -2.290 -3.377 5.079  0.325
H -0.861 -1.666 7.155  0.320
H -1.794 -3.123 7.539  0.440
H -2.810 -0.753 6.226  0.215
H -2.485 -0.383 8.561  0.327
H -3.456 -1.848 8.874  0.415
H -4.924 -0.045 9.186  0.382
H -5.342 -0.857 7.626  0.337
H -5.611 2.343 8.324  0.285
H -6.465 1.188 7.282  0.320
H -5.479 2.418 6.524  0.205
C -0.127 -4.509 0.097  -0.113
O 0.689 -5.077 1.111  -0.619
H -0.289 -3.445 0.293  -0.248
H 0.314 -4.576 -0.905  0.230
H -1.056 -5.077 0.081  0.321
H 1.460 -4.495 1.203  0.452
C 2.596 1.747 2.508  0.059
O 3.230 2.629 1.585  -0.502
H 1.524 1.839 2.331  -0.284
H 2.891 0.723 2.251  -0.034
H 2.864 1.984 3.534  0.390
H 2.729 2.575 0.765  0.348
C -0.866 3.378 1.183  -0.085
O -2.032 3.941 1.789  -0.544
H -1.141 2.501 0.593  -0.149
H -0.329 4.050 0.514  0.286
H -0.217 3.080 2.007  0.136
H -2.079 3.704 2.714  0.302
C -0.355 0.494 -5.316  -0.384
O -0.169 -0.315 -6.463  -0.607
H -0.634 -0.106 -4.442  0.103
H 0.552 1.043 -5.050  0.265
H -1.171 1.194 -5.489  0.242
H 0.384 -1.074 -6.225  0.336
C 3.469 -2.789 1.993  -0.360
O 2.851 -3.245 0.810  -0.570
H 2.940 -1.935 2.429  0.138
H 3.477 -3.584 2.740  0.378
H 4.515 -2.511 1.819  0.036
H 2.621 -2.495 0.239  0.326

Results
* HOMO energy: -0.24399 Ha
* charge: -1
* orbital gap: 8.82 eV

(3)
C33H88B3FeN4O7 as an isolated structure, computed with ωB97M-V with the def2-TZVPD basis set.

Last column: Mulliken charge in e.
Atoms and positions in Å:
Fe -25.104 12.145 16.818  0.692
B -24.140 10.459 17.719  2.095
H -23.693 9.575 18.146  -0.010
H -23.423 11.061 17.183  -0.494
H -24.878 10.215 16.971  -0.610
H -24.641 11.113 18.417  -0.662
B -26.033 12.324 14.927  5.247
H -25.012 11.983 15.002  -1.077
H -26.159 13.197 15.548  -0.081
H -26.318 12.471 13.896  -0.987
H -26.629 11.568 15.415  -1.120
B -26.071 16.044 16.440  0.598
H -25.909 17.056 16.105  -0.249
H -25.271 15.488 15.977  -0.581
H -26.029 15.963 17.515  -0.288
H -26.996 15.588 16.120  -0.505
C -28.879 13.682 12.370  -1.194
C -28.893 14.326 13.712  0.588
C -29.539 13.447 14.816  -0.669
O -27.576 14.655 14.056  -0.503
H -28.368 12.720 12.376  -0.044
H -28.332 14.269 11.632  0.263
H -29.893 13.557 11.991  0.500
H -29.490 15.232 13.607  0.392
H -29.036 12.489 14.945  -0.276
H -30.563 13.168 14.565  0.566
H -29.479 13.996 15.756  0.269
H -27.036 13.862 14.058  -0.850
C -28.129 11.022 17.662  -0.982
O -26.945 11.799 17.961  0.146
C -27.257 12.694 18.978  -0.607
C -25.903 13.355 19.331  -1.055
N -25.085 13.806 18.118  1.346
C -23.718 14.094 18.512  -1.091
C -22.803 14.150 17.194  -0.696
O -23.179 13.087 16.305  -0.137
C -22.489 13.296 15.047  -0.760
H -29.015 11.541 17.297  0.356
H -28.386 10.471 18.567  0.520
H -28.014 10.121 17.060  -0.073
H -27.759 12.247 19.836  0.453
H -27.944 13.478 18.660  0.442
H -25.337 12.652 19.942  0.361
H -26.141 14.225 19.943  0.542
H -25.465 14.683 17.791  -0.874
H -23.258 13.313 19.117  0.499
H -23.673 15.008 19.104  0.463
H -21.757 13.956 17.431  0.389
H -22.882 15.071 16.617  0.548
H -21.428 13.055 14.991  0.336
H -22.571 14.314 14.666  0.382
H -22.934 12.618 14.320  -0.036
C -28.707 9.351 7.581  -0.806
O -28.141 10.251 8.553  -0.345
C -27.766 9.556 9.769  0.266
C -26.274 8.999 9.700  -0.780
N -25.235 10.031 9.936  -0.467
C -25.051 10.491 11.339  1.243
C -24.588 11.966 11.219  -0.534
O -25.498 12.754 10.435  -0.358
C -25.313 14.154 10.610  -0.686
H -28.425 9.771 6.616  0.268
H -29.796 9.375 7.623  0.282
H -28.361 8.318 7.597  0.352
H -28.498 8.790 10.025  0.417
H -27.792 10.289 10.576  -0.348
H -26.108 8.709 8.663  0.447
H -26.032 8.195 10.395  0.257
H -25.478 10.865 9.420  0.438
H -24.392 9.802 11.867  -0.054
H -26.073 10.544 11.712  -0.898
H -23.568 12.071 10.847  0.513
H -24.367 12.417 12.186  -0.012
H -25.699 14.375 11.606  0.176
H -25.836 14.702 9.826  0.235
H -24.280 14.497 10.560  0.328
C -30.565 9.393 15.498  -1.579
C -29.489 8.340 15.014  1.267
C -28.522 9.303 14.283  -0.483
C -27.129 8.707 13.953  -0.524
C -26.499 8.128 15.175  1.528
C -27.358 7.217 16.057  1.886
N -28.764 7.706 16.146  1.055
O -29.606 7.061 17.091  -0.564
C -27.333 5.810 15.437  -1.810
C -26.799 7.252 17.486  -1.478
C -30.122 7.274 14.043  -1.881
H -30.083 10.327 15.786  0.194
H -31.181 9.029 16.320  0.359
H -31.172 9.671 14.636  0.422
H -29.054 9.561 13.367  0.967
H -28.397 10.259 14.791  -1.358
H -26.420 9.383 13.474  -0.572
H -27.278 7.933 13.200  0.710
H -26.156 9.000 15.733  -1.527
H -25.541 7.694 14.890  -0.740
H -27.840 5.123 16.114  0.467
H -28.048 5.574 14.649  0.263
H -26.380 5.434 15.065  0.235
H -26.841 8.175 18.065  0.006
H -27.334 6.615 18.190  0.569
H -25.784 6.861 17.431  0.145
H -30.844 7.664 13.326  0.427
H -30.671 6.532 14.622  0.416
H -29.360 6.700 13.515  0.320
H -29.436 7.548 17.900  0.329
C -21.962 4.947 16.256  -1.641
C -21.379 6.290 16.506  1.145
C -19.929 6.482 15.858  -1.211
C -20.009 6.538 14.381  -0.786
C -20.793 7.798 13.982  -1.383
C -22.238 7.787 14.550  2.567
N -22.184 7.418 16.009  -0.109
O -23.354 7.602 16.698  0.582
C -22.663 9.242 14.446  -2.214
C -23.178 6.878 13.791  -2.013
C -21.201 6.523 18.027  -1.959
H -21.325 4.176 16.691  0.451
H -22.090 4.680 15.207  0.296
H -22.973 4.925 16.664  0.312
H -19.478 7.440 16.117  0.356
H -19.216 5.785 16.297  0.541
H -20.444 5.603 14.027  0.309
H -18.955 6.428 14.129  0.428
H -20.866 7.795 12.894  0.504
H -20.215 8.718 14.066  0.380
H -21.979 9.834 15.055  0.565
H -22.505 9.555 13.414  0.584
H -23.694 9.501 14.686  -0.100
H -22.647 6.022 13.374  0.427
H -23.947 6.447 14.432  0.337
H -23.676 7.414 12.983  0.237
H -20.485 7.330 18.181  0.410
H -20.688 5.656 18.442  0.485
H -22.191 6.610 18.476  0.301
H -23.265 8.474 17.089  -0.270

Results
* HOMO energy (alpha / beta): -0.29546 / -0.29541 Ha
* multiplicity: 6
* orbital gap (alpha / beta): 8.20 / 5.57 eV
* <S²>: 8.760

Looking at total energy for the records above, in order, we have -69688.494 -151512.808 -92341.245 eV.